# 1
Molecular formula: C40H73BF6N4O10
Method: DFT, wB97M-V/def2-TZVPD

Calculated values
Orbital gap (eV): 8.6
LUMO level (eV): 0.343
E_tot (hartree): -3163.33710
Maximum force (hartree/bohr): 0.0295

Each line ends with the Löwdin charge.
Element x y z (Å)
C 2.052 1.584 -3.900  -0.05
C 2.967 0.865 -2.908  -0.23
O 2.364 0.211 -1.820  -0.12
C 1.515 -0.920 -1.985  -0.29
C 1.976 -1.746 -3.182  -0.15
O 3.329 -2.157 -3.086  -0.18
C 3.951 -2.290 -4.346  -0.09
C 0.072 -0.392 -2.320  -0.02
C -1.115 -0.615 -1.357  -0.18
C -2.252 0.452 -1.730  -0.65
O -3.086 0.615 -0.829  0.01
O -2.139 0.971 -2.844  0.02
C -1.779 -2.001 -1.571  -0.28
C -1.972 -2.380 -3.025  -0.01
F -3.077 -2.032 -1.029  -0.01
C -0.633 -0.405 0.081  -0.23
N -1.668 -0.863 0.995  0.16
C -0.298 1.080 0.475  -0.31
F 0.739 1.531 -0.274  0.12
F 0.248 0.957 1.784  0.05
C -1.361 2.132 0.528  -0.12
C -1.388 3.082 -0.463  0.00
C -2.343 4.065 -0.450  -0.02
C -3.273 4.115 0.559  0.02
C -3.225 3.169 1.568  -0.11
C -4.236 3.235 2.673  -0.54
F -5.501 3.241 2.188  0.14
F -4.100 4.367 3.412  0.13
F -4.137 2.194 3.534  0.12
C -2.277 2.192 1.560  0.04
N 0.615 -1.232 0.427  0.19
B 0.309 -2.214 1.622  -0.48
O 0.898 -1.777 2.772  0.18
C -0.450 -3.577 1.591  -0.14
C -0.923 -3.967 3.002  -0.08
C 1.626 -1.718 -0.625  -0.19
C 1.677 -3.261 -0.820  -0.15
C 0.629 -4.146 -1.494  -0.06
C 3.026 -1.489 0.045  -0.10
C 3.355 -0.209 0.812  -0.16
C 4.662 -0.384 1.618  -0.17
C 5.745 0.601 1.210  -0.26
O 5.325 1.946 1.433  -0.06
H 2.623 1.827 -4.796  0.08
H 1.183 1.004 -4.196  0.07
H 1.683 2.520 -3.481  0.08
H 3.673 0.227 -3.446  0.10
H 3.596 1.633 -2.447  0.13
H 1.829 -1.146 -4.086  0.13
H 1.339 -2.618 -3.325  0.12
H 3.462 -3.057 -4.952  0.10
H 4.980 -2.593 -4.169  0.09
H 3.956 -1.343 -4.892  0.08
H 0.182 0.684 -2.357  0.10
H -0.209 -0.655 -3.335  0.11
H -1.271 -2.771 -1.004  0.10
H -2.435 -3.367 -3.064  0.09
H -1.049 -2.433 -3.594  0.06
H -2.636 -1.661 -3.501  0.10
H -2.570 -0.574 0.588  0.11
H -1.599 -0.397 1.894  0.09
H -0.692 3.058 -1.287  0.13
H -2.365 4.805 -1.238  0.10
H -4.032 4.884 0.589  0.12
H -2.262 1.488 2.376  0.12
H 1.184 -0.534 0.906  0.10
H 0.757 -0.834 2.930  0.12
H 0.252 -4.347 1.261  0.09
H -1.314 -3.556 0.934  0.10
H -0.080 -4.162 3.662  0.06
H -1.588 -4.826 2.957  0.08
H -1.497 -3.150 3.445  0.08
H 2.608 -3.415 -1.363  0.11
H 1.896 -3.713 0.150  0.10
H 0.112 -3.707 -2.332  0.04
H 1.140 -5.030 -1.884  0.09
H -0.125 -4.527 -0.811  0.06
H 3.766 -1.627 -0.742  0.13
H 3.200 -2.312 0.746  0.12
H 3.475 0.653 0.167  0.10
H 2.589 0.078 1.537  0.10
H 4.482 -0.256 2.686  0.12
H 5.066 -1.392 1.492  0.11
H 6.638 0.431 1.812  0.11
H 5.993 0.454 0.155  0.12
H 5.182 2.378 0.589  0.08
C 5.511 -8.366 4.631  -0.12
O 4.422 -8.038 5.467  -0.19
C 4.722 -7.146 6.532  -0.22
C 4.147 -5.767 6.299  -0.22
N 4.825 -5.075 5.212  -0.05
C 4.167 -3.863 4.733  -0.19
C 2.731 -3.936 4.233  -0.23
O 2.552 -4.599 2.990  -0.20
C 2.545 -6.012 3.047  -0.09
H 5.211 -9.227 4.036  0.09
H 5.780 -7.552 3.948  0.08
H 6.394 -8.638 5.216  0.09
H 5.802 -7.099 6.702  0.12
H 4.257 -7.560 7.431  0.12
H 4.267 -5.182 7.217  0.12
H 3.070 -5.888 6.121  0.10
H 4.942 -5.713 4.436  0.07
H 4.778 -3.471 3.915  0.12
H 4.202 -3.119 5.536  0.12
H 2.405 -2.915 4.048  0.10
H 2.047 -4.352 4.984  0.12
H 2.057 -6.377 3.954  0.09
H 3.554 -6.432 2.990  0.07
H 1.986 -6.370 2.182  0.09
C -7.318 10.117 -2.573  -0.12
O -7.697 8.793 -2.263  -0.19
C -8.123 8.009 -3.368  -0.22
C -7.103 6.960 -3.754  -0.22
N -5.908 7.556 -4.335  -0.05
C -4.767 6.655 -4.483  -0.20
C -4.219 5.937 -3.257  -0.23
O -3.541 6.767 -2.329  -0.20
C -4.370 7.513 -1.460  -0.10
H -7.263 10.665 -1.634  0.09
H -6.338 10.172 -3.062  0.08
H -8.057 10.602 -3.218  0.09
H -8.370 8.649 -4.221  0.12
H -9.036 7.495 -3.058  0.12
H -7.557 6.292 -4.492  0.12
H -6.890 6.365 -2.856  0.10
H -5.627 8.349 -3.775  0.07
H -3.951 7.240 -4.912  0.12
H -5.033 5.894 -5.224  0.12
H -3.466 5.230 -3.614  0.12
H -4.981 5.341 -2.741  0.12
H -5.265 6.952 -1.174  0.09
H -4.671 8.470 -1.896  0.07
H -3.789 7.727 -0.563  0.09

# 2
Molecular formula: C40H74Cl28N4O5S
Method: DFT, wB97M-V/def2-TZVPD

Calculated values
Orbital gap (eV): 7.7
LUMO level (eV): -0.108
E_tot (hartree): -15446.84158
Maximum force (hartree/bohr): 0.1439

Each line ends with the Löwdin charge.
Element x y z (Å)
C -2.667 0.331 1.030  -0.15
C -2.362 -0.887 0.294  -0.32
C -1.409 -0.905 -1.041  -0.12
C -2.339 -0.259 -2.243  -0.42
N -1.836 -0.862 -3.516  0.08
C -2.039 1.358 -2.164  -0.06
O -1.049 1.674 -3.210  -0.13
N -1.091 3.001 -3.487  -0.15
O -0.531 3.649 -2.631  -0.21
O -3.710 -0.600 -1.898  -0.03
C -4.620 -0.408 -2.991  -0.31
O -4.503 0.458 -3.921  0.05
C -5.919 -1.407 -3.001  -0.07
C -7.223 -0.745 -3.682  -0.18
C -8.379 -0.319 -2.596  -0.26
C -9.006 -1.573 -1.799  -0.46
S -10.614 -1.122 -0.898  0.86
C -10.678 0.726 -0.971  -0.54
N -11.230 1.408 -2.133  -0.03
N -11.146 2.768 -2.001  0.02
C -10.551 2.918 -0.671  -0.08
O -10.236 1.692 -0.001  -0.07
H -3.731 0.584 1.415  0.05
H -1.851 1.136 1.234  0.05
H -2.842 -1.858 0.692  0.11
H -1.214 -2.024 -1.253  0.12
H -0.462 -0.285 -0.844  0.12
H -0.868 -1.193 -3.290  0.09
H -2.340 -1.725 -3.780  0.09
H -1.543 1.571 -1.150  0.11
H -3.007 1.971 -2.349  0.15
H -5.642 -2.376 -3.568  0.13
H -6.146 -1.661 -1.883  0.11
H -7.741 -1.513 -4.386  0.12
H -7.022 0.198 -4.308  0.12
H -9.210 0.187 -3.241  0.11
H -7.952 0.437 -1.829  0.08
H -8.236 -1.958 -1.026  0.07
H -9.293 -2.426 -2.515  0.09
H -10.344 3.940 -0.186  0.14
Cl -0.435 5.154 -4.026  0.81
C 0.608 6.333 -4.870  -0.60
C -0.120 7.046 -5.997  -0.75
Cl -0.485 5.956 -7.357  0.55
H 1.490 5.802 -5.235  0.07
H 0.932 7.060 -4.121  0.05
H 0.505 7.847 -6.394  -0.02
H -1.058 7.486 -5.654  0.02
Cl -0.891 -4.239 2.789  0.53
C 0.610 -3.315 2.522  -0.69
C 0.485 -1.875 2.983  -0.60
Cl -0.629 -0.934 1.953  0.76
H 0.862 -3.377 1.461  0.07
H 1.397 -3.817 3.089  -0.04
H 1.459 -1.383 2.930  0.03
H 0.128 -1.812 4.014  0.07
Cl 2.984 -2.630 6.603  0.54
C 4.126 -3.934 6.190  -0.65
C 4.761 -3.728 4.828  -0.65
Cl 3.588 -3.935 3.503  0.54
H 3.590 -4.884 6.245  0.07
H 4.899 -3.933 6.963  0.07
H 5.548 -4.467 4.671  -0.01
H 5.204 -2.734 4.736  0.08
Cl -6.727 0.409 0.677  0.59
C -7.767 1.014 1.991  -0.64
C -7.472 0.331 3.314  -0.66
Cl -7.967 -1.379 3.311  0.54
H -8.807 0.876 1.691  0.05
H -7.577 2.086 2.077  0.08
H -8.030 0.820 4.116  0.03
H -6.409 0.376 3.562  0.07
Cl -1.232 10.668 -4.887  0.54
C 0.140 10.307 -3.809  -0.63
C 1.460 10.795 -4.377  -0.63
Cl 1.965 9.864 -5.809  0.61
H 0.153 9.230 -3.627  0.06
H -0.063 10.811 -2.861  0.08
H 2.250 10.679 -3.631  0.07
H 1.411 11.849 -4.660  0.07
Cl 4.337 -6.263 1.645  0.53
C 5.992 -6.407 0.994  -0.69
C 7.048 -6.326 2.080  -0.62
Cl 7.159 -4.696 2.788  0.57
H 6.130 -5.624 0.241  -0.10
H 6.050 -7.376 0.493  0.08
H 8.031 -6.554 1.659  0.07
H 6.851 -7.035 2.887  0.07
Cl 10.847 -4.081 3.880  0.53
C 11.011 -4.594 5.578  -0.69
C 9.987 -5.646 5.960  -0.65
Cl 8.333 -4.985 6.012  0.53
H 10.931 -3.707 6.210  0.07
H 12.019 -5.001 5.689  0.02
H 10.205 -6.031 6.958  0.07
H 9.994 -6.486 5.262  0.07
Cl -1.911 9.185 -7.392  0.55
C -2.910 8.491 -8.693  -0.64
C -3.724 9.548 -9.415  -0.67
Cl -5.012 10.225 -8.386  0.53
H -3.549 7.721 -8.255  0.07
H -2.225 8.008 -9.394  0.07
H -4.215 9.107 -10.286  0.07
H -3.097 10.374 -9.759  0.07
Cl 14.200 -3.349 5.724  0.57
C 15.700 -3.699 4.830  -0.65
C 15.467 -4.657 3.677  -0.66
Cl 15.070 -6.300 4.239  0.53
H 16.433 -4.092 5.538  0.07
H 16.072 -2.744 4.450  0.07
H 16.375 -4.739 3.075  0.07
H 14.658 -4.315 3.028  0.07
Cl -9.173 -0.417 6.350  0.55
C -9.935 -2.020 6.491  -0.66
C -10.254 -2.377 7.931  -0.65
Cl -8.783 -2.666 8.893  0.56
H -9.268 -2.754 6.033  0.06
H -10.856 -1.985 5.905  0.08
H -10.839 -3.299 7.963  0.07
H -10.831 -1.591 8.422  0.07
Cl 4.616 -2.274 1.150  0.53
C 4.417 -0.591 0.602  -0.65
C 4.885 0.407 1.644  -0.65
Cl 3.821 0.435 3.073  0.55
H 3.367 -0.440 0.343  0.07
H 5.011 -0.482 -0.309  0.07
H 4.875 1.415 1.223  0.07
H 5.901 0.190 1.982  0.07
Cl 6.964 9.507 -7.843  0.53
C 5.712 9.523 -9.111  -0.67
C 4.378 9.007 -8.604  -0.68
Cl 4.422 7.260 -8.259  0.53
H 6.077 8.935 -9.955  0.07
H 5.607 10.560 -9.438  0.07
H 3.609 9.159 -9.365  0.07
H 4.065 9.525 -7.695  0.02
Cl 6.974 -7.592 -3.548  0.54
C 6.785 -5.907 -4.095  -0.66
C 7.274 -4.912 -3.060  -0.62
Cl 6.225 -4.872 -1.620  0.66
H 5.734 -5.747 -4.342  0.07
H 7.370 -5.805 -5.012  0.07
H 7.269 -3.904 -3.483  0.07
H 8.291 -5.138 -2.732  0.07
Cl -7.402 -8.290 10.861  0.53
C -6.738 -7.209 9.610  -0.67
C -7.630 -6.008 9.360  -0.69
Cl -9.162 -6.461 8.571  0.52
H -6.588 -7.795 8.701  0.07
H -5.760 -6.877 9.967  0.07
H -7.126 -5.305 8.692  0.06
H -7.869 -5.484 10.287  0.06

# 3
Molecular formula: C40H75IN5O34S8
Method: DFT, wB97M-V/def2-TZVPD

Calculated values
Orbital gap (eV): 7.4
LUMO level (eV): -3.757
E_tot (hartree): -7883.11728
Net charge: +1
Maximum force (hartree/bohr): 0.2006

Each line ends with the Löwdin charge.
Element x y z (Å)
C 3.615 7.374 2.371  -0.11
C 2.044 7.836 2.100  -0.21
O 1.058 6.795 2.543  -0.21
C 1.412 5.480 1.985  -0.22
C 0.148 4.484 1.686  -0.08
C 0.583 3.070 0.901  -0.35
C 2.248 2.932 0.820  -0.12
C 2.745 1.547 0.077  -0.17
C 4.325 1.752 -0.429  -0.17
C 5.133 0.395 0.038  -0.24
O 6.553 0.495 -0.342  -0.14
N 0.093 3.236 -0.515  0.10
C -0.557 2.012 -1.100  -0.19
N -0.654 1.841 -2.489  -0.44
I -0.011 3.206 -3.904  1.10
C -1.290 0.557 -3.065  -0.20
C -1.099 0.395 -4.684  -0.23
C -1.704 -1.119 -5.057  -0.20
O -3.063 -1.339 -4.498  -0.15
N -1.183 0.857 -0.303  -0.09
C -2.643 1.097 -0.011  -0.16
C -3.623 -0.205 -0.354  -0.15
C -3.217 -1.571 0.454  -0.19
C -1.896 -2.356 -0.118  -0.21
C -2.186 -3.834 -0.763  -0.18
C -0.792 -4.250 -1.589  -0.26
C 0.564 -4.132 -0.649  -0.49
S 1.975 -4.932 -1.595  0.87
C 3.638 -4.190 -1.146  -0.42
N 4.459 -4.242 0.126  -0.04
N 5.697 -3.569 0.078  -0.02
C 5.841 -2.969 -1.306  0.00
O 4.565 -3.369 -1.986  -0.16
C -0.371 0.499 0.915  -0.12
C -0.120 1.871 1.767  -0.17
C 0.667 1.625 3.222  -0.03
C 1.448 0.191 3.316  -0.27
O 0.902 -1.020 3.447  0.02
O 2.948 0.231 3.315  -0.06
H 4.375 8.281 2.275  0.10
H 3.779 6.825 3.392  0.05
H 3.950 6.603 1.525  0.08
H 1.946 8.009 0.933  0.13
H 1.911 8.854 2.701  0.14
H 1.916 5.700 0.925  0.12
H 2.184 4.979 2.713  0.12
H -0.318 4.191 2.740  0.12
H -0.717 5.026 1.095  0.14
H 2.746 3.005 1.886  0.12
H 2.735 3.819 0.187  0.13
H 2.687 0.587 0.743  0.09
H 2.137 1.309 -0.909  0.11
H 4.318 1.793 -1.613  0.11
H 4.798 2.754 -0.046  0.12
H 4.585 -0.531 -0.478  0.13
H 4.971 0.270 1.198  0.12
H 6.719 1.402 -0.757  0.10
H 0.966 3.531 -1.048  0.10
H -0.816 -0.425 -2.579  0.14
H -2.439 0.667 -2.862  0.12
H 0.023 0.364 -5.050  0.07
H -1.773 1.140 -5.328  0.11
H -0.981 -1.936 -4.624  0.12
H -1.801 -1.231 -6.241  0.15
H -3.759 -0.931 -5.098  0.05
H -2.899 1.399 1.089  0.13
H -2.977 2.020 -0.690  0.14
H -3.765 -0.396 -1.499  0.10
H -4.699 0.114 0.056  0.13
H -4.140 -2.318 0.327  0.14
H -3.130 -1.389 1.627  0.08
H -1.291 -1.739 -0.907  0.08
H -1.163 -2.497 0.813  0.12
H -3.086 -3.863 -1.526  0.13
H -2.300 -4.669 0.070  0.11
H -0.873 -5.289 -2.126  0.11
H -0.669 -3.411 -2.426  0.10
H 0.828 -2.999 -0.418  0.09
H 0.385 -4.628 0.418  0.11
H 6.735 -2.342 -1.736  0.15
H 0.590 -0.128 0.673  0.13
H -1.054 -0.207 1.593  0.15
H -1.189 2.292 2.093  0.15
H 1.367 2.542 3.509  0.13
H -0.167 1.607 4.076  0.15
H 3.156 0.412 4.299  0.14
C 6.020 -3.504 3.403  -0.19
C 5.454 -4.839 3.879  -0.18
O 6.004 -5.035 5.180  -0.19
S 6.207 -3.582 5.894  0.67
O 5.070 -3.339 6.754  -0.24
O 7.574 -3.484 6.350  -0.23
O 6.039 -2.664 4.557  -0.21
H 7.049 -3.616 3.048  0.13
H 5.410 -3.054 2.615  0.10
H 5.724 -5.665 3.218  0.14
H 4.364 -4.793 3.977  0.13
C -5.546 3.185 -5.212  -0.17
C -6.339 2.074 -4.528  -0.15
O -6.709 1.181 -5.575  -0.29
S -5.543 1.190 -6.716  0.72
O -4.674 0.058 -6.483  -0.25
O -6.158 1.460 -7.995  -0.20
O -4.770 2.536 -6.217  -0.19
H -6.213 3.899 -5.704  0.14
H -4.895 3.718 -4.513  0.13
H -7.225 2.452 -4.012  0.15
H -5.712 1.523 -3.818  0.13
C -7.270 -3.869 -6.054  -0.17
C -6.570 -3.930 -4.700  -0.17
O -6.306 -2.572 -4.354  -0.20
S -7.490 -1.631 -4.965  0.74
O -8.455 -1.382 -3.918  -0.22
O -6.880 -0.576 -5.740  -0.30
O -8.124 -2.728 -5.991  -0.18
H -6.550 -3.711 -6.864  0.13
H -7.854 -4.771 -6.259  0.14
H -5.642 -4.506 -4.736  0.14
H -7.230 -4.352 -3.934  0.13
C 4.520 1.209 -4.923  -0.18
C 4.967 1.320 -6.378  -0.16
O 3.919 0.720 -7.137  -0.18
S 2.500 0.976 -6.376  0.64
O 1.861 2.121 -6.985  -0.25
O 1.838 -0.296 -6.203  -0.24
O 3.112 1.441 -4.938  -0.25
H 4.694 0.201 -4.532  0.13
H 5.020 1.939 -4.281  0.13
H 5.916 0.811 -6.562  0.14
H 5.050 2.367 -6.686  0.14
C 5.599 3.135 3.878  -0.18
C 6.300 3.074 5.233  -0.17
O 6.563 4.432 5.578  -0.18
S 5.380 5.373 4.967  0.66
O 4.415 5.622 6.015  -0.23
O 5.990 6.428 4.192  -0.24
O 4.746 4.276 3.942  -0.23
H 6.320 3.293 3.069  0.14
H 5.016 2.233 3.674  0.12
H 7.228 2.498 5.196  0.14
H 5.640 2.652 5.999  0.13
C -3.078 -5.509 3.431  -0.18
C -3.876 -6.744 3.838  -0.17
O -5.244 -6.363 3.712  -0.19
S -5.384 -5.287 2.494  0.67
O -5.798 -6.000 1.307  -0.24
O -6.074 -4.120 2.993  -0.23
O -3.800 -4.929 2.346  -0.22
H -3.041 -4.777 4.245  0.11
H -2.060 -5.759 3.121  0.14
H -3.658 -7.063 4.860  0.14
H -3.692 -7.576 3.151  0.13
C -3.902 0.831 5.670  -0.17
C -4.695 -0.280 6.354  -0.16
O -5.065 -1.174 5.307  -0.18
S -3.900 -1.164 4.166  0.67
O -3.031 -2.296 4.399  -0.22
O -4.514 -0.894 2.887  -0.25
O -3.126 0.181 4.664  -0.21
H -4.569 1.545 5.177  0.13
H -3.252 1.364 6.369  0.14
H -5.581 0.098 6.870  0.14
H -4.069 -0.832 7.063  0.14

- Which of these has the highest orbital gap?
  C40H73BF6N4O10